Entry 1:
{
  "formula": "C27H42F9N4O2S",
  "method": "ωB97M-V/def2-TZVPD",
  "elements": ["C", "C", "C", "C", "C", "C", "N", "C", "N", "N", "C", "C", "C", "C", "C", "C", "C", "C", "C", "S", "O", "O", "C", "F", "F", "C", "F", "F", "C", "F", "F", "C", "F", "F", "F", "C", "N", "H", "H", "H", "H", "H", "H", "H", "H", "H", "H", "H", "H", "H", "H", "H", "H", "H", "H", "H", "H", "H", "H", "H", "H", "H", "H", "H", "H", "C", "C", "C", "C", "C", "C", "H", "H", "H", "H", "H", "H", "H", "H", "H", "H", "H", "H", "H", "H"],
  "xyz": [[1.77385, -1.15556, 4.11965], [0.85903, 0.05905, 3.91999], [1.30485, 1.00522, 2.78497], [0.31306, 1.03127, 1.62321], [0.73319, 1.89556, 0.42655], [1.36119, 1.18124, -0.76617], [2.50362, 0.37349, -0.27923], [2.38130, -0.92850, -0.04595], [3.14364, -1.54569, 0.84840], [1.47522, -1.64891, -0.74414], [0.83337, -1.09745, -1.93156], [-0.31699, -2.01871, -2.40886], [-1.03549, -2.80029, -1.32851], [-0.49197, -3.95555, -0.76159], [-1.18757, -4.68301, 0.20118], [-2.45938, -4.29585, 0.61814], [-3.22736, -5.07830, 1.64940], [-3.01598, -3.16159, 0.02633], [-2.32186, -2.42935, -0.92622], [2.00019, -0.86925, -3.39746], [2.55278, 0.45208, -3.31713], [1.36268, -1.34741, -4.58498], [3.52782, -1.95397, -3.22209], [4.28123, -1.58650, -4.26224], [4.16703, -1.62591, -2.07895], [3.27771, -3.49381, -3.29784], [2.02906, -3.73403, -2.80579], [3.32276, -3.88022, -4.57599], [4.27469, -4.33529, -2.45466], [5.52806, -3.98158, -2.78534], [4.05360, -4.04116, -1.13624], [4.13784, -5.87990, -2.60068], [2.90125, -6.26221, -2.20983], [4.33054, -6.25602, -3.86727], [5.05342, -6.45134, -1.81190], [0.34264, 0.35487, -1.62993], [-1.01078, 0.31290, -1.14699], [2.82324, -0.89677, 3.96545], [1.52041, -1.95028, 3.41049], [1.66229, -1.57786, 5.11655], [0.77701, 0.61250, 4.85444], [-0.14483, -0.30947, 3.69009], [1.38578, 2.01786, 3.18348], [2.29730, 0.69624, 2.44134], [-0.63212, 1.41911, 2.01269], [0.09797, -0.00192, 1.32075], [-0.10418, 2.49260, 0.06816], [1.47915, 2.61973, 0.77726], [1.78499, 1.94333, -1.41727], [3.03747, 0.86335, 0.42831], [3.06904, -2.53451, 1.01083], [3.85733, -1.04078, 1.34384], [1.68386, -2.63788, -0.78884], [0.06586, -2.71687, -3.14990], [-1.02761, -1.38089, -2.93015], [0.46129, -4.34996, -1.09312], [-0.73964, -5.58279, 0.60502], [-2.68155, -5.96334, 1.96702], [-3.42581, -4.45532, 2.52399], [-4.19567, -5.37904, 1.24890], [-4.01704, -2.85003, 0.30174], [-2.78114, -1.56187, -1.38178], [0.29469, 0.84314, -2.60428], [-1.13290, -0.13684, -0.25270], [-1.45696, 1.21637, -1.16463], [-1.41144, 4.61390, 2.23341], [-2.83698, 4.38954, 1.73840], [-3.03185, 4.75017, 0.26641], [-2.76039, 6.21555, -0.07855], [-3.59990, 7.22065, 0.70837], [-5.10117, 7.07156, 0.48132], [-1.11614, 5.66133, 2.17287], [-1.30487, 4.30185, 3.27359], [-0.70899, 4.03376, 1.62985], [-3.53321, 4.95651, 2.36003], [-3.10250, 3.33655, 1.87497], [-4.04955, 4.48609, -0.03156], [-2.36834, 4.12343, -0.34396], [-2.94531, 6.35898, -1.14734], [-1.70075, 6.43919, 0.07447], [-3.29282, 8.22744, 0.41671], [-3.38173, 7.13750, 1.77670], [-5.34662, 7.17906, -0.57705], [-5.65586, 7.83211, 1.03064], [-5.46809, 6.09874, 0.81274]],
  "mulliken_charge": [-1.09, -0.65, -0.51, -0.74, -1.45, 0.54, -0.08, -0.43, -0.10, 0.45, -0.22, -1.65, 0.11, 0.26, -1.35, 1.04, -1.49, -0.82, -0.43, 1.37, -0.66, -0.62, 0.72, -0.24, -0.26, 0.39, -0.18, -0.28, 0.63, -0.28, -0.24, 0.51, -0.21, -0.22, -0.23, -0.90, -0.19, 0.27, 0.18, 0.39, 0.44, 0.33, 0.44, 0.18, 0.55, 0.39, -0.26, 0.78, 0.58, 0.55, 0.19, 0.28, 0.19, 0.93, 0.41, 0.38, 0.37, 0.35, 0.33, 0.36, 0.43, 0.43, 0.54, 0.13, 0.35, -1.01, -0.43, -0.26, -0.82, -0.42, -1.20, 0.40, 0.36, 0.05, 0.34, 0.37, 0.37, -0.05, 0.41, 0.32, 0.39, 0.23, 0.30, 0.39, 0.28],
  "gap_ev": 9.1,
  "energy_ev": -74023.2518,
  "e_homo_ev": -11.599,
  "largest_force_ev_per_a": 1.0,
  "total_charge": 1
}

Entry 2:
{
  "formula": "C27H43BaN7O2SSe2Te2",
  "method": "ωB97M-V/def2-TZVPD",
  "elements": ["Ba", "Se", "Te", "Te", "Se", "C", "N", "C", "C", "C", "N", "C", "O", "N", "H", "H", "H", "H", "H", "H", "H", "C", "C", "N", "C", "C", "C", "C", "N", "H", "H", "H", "H", "H", "H", "H", "H", "H", "H", "H", "H", "H", "H", "C", "C", "C", "C", "C", "C", "C", "C", "C", "C", "C", "C", "O", "H", "H", "H", "H", "H", "H", "H", "H", "H", "H", "H", "H", "H", "H", "H", "H", "H", "S", "C", "N", "C", "C", "C", "N", "H", "H", "H", "H", "H"],
  "xyz": [[-0.09132, -0.57480, -0.40381], [1.03598, -0.66387, 3.93736], [0.31519, 1.14345, 2.33553], [2.50593, 2.83982, 2.39968], [2.91632, 3.52060, 0.00935], [-3.09788, -4.51842, -1.83746], [-3.28604, -3.45089, -0.85301], [-4.47546, -3.20651, -0.25536], [-4.64917, -2.22070, 0.62706], [-3.50136, -1.37790, 0.90436], [-2.32540, -1.62831, 0.32513], [-2.17222, -2.68850, -0.52888], [-1.07182, -2.99205, -1.01746], [-3.60043, -0.35918, 1.72885], [-4.04645, -5.04022, -1.94994], [-2.32913, -5.20914, -1.49856], [-2.78773, -4.09540, -2.79028], [-5.28468, -3.86278, -0.54937], [-5.61047, -2.03424, 1.08158], [-4.52284, -0.09516, 2.03231], [-2.96092, 0.43365, 1.64063], [4.32583, -6.12514, -1.04439], [2.88882, -5.71115, -1.33470], [2.28274, -4.90060, -0.29229], [1.59666, -5.57909, 0.79857], [2.27692, -5.41721, 2.15458], [2.27608, -3.51382, -0.31512], [3.24948, -2.82200, -1.24517], [1.57394, -2.78000, 0.46260], [4.73877, -6.71649, -1.86770], [4.38130, -6.72678, -0.13304], [4.95813, -5.24551, -0.90374], [2.26853, -6.60166, -1.45483], [2.83406, -5.18278, -2.28418], [1.54784, -6.63581, 0.53301], [0.56073, -5.22660, 0.85267], [3.30027, -5.80016, 2.10972], [1.73116, -5.96981, 2.92433], [2.32061, -4.37156, 2.46644], [4.21582, -2.75552, -0.73845], [2.91991, -1.80148, -1.42383], [3.39819, -3.32104, -2.20422], [0.98481, -3.31442, 1.09318], [-2.27262, 1.85488, -2.66460], [-3.13090, 0.75004, -3.28668], [-3.83392, 1.36462, -4.50259], [-2.42922, -0.54968, -3.72177], [-3.20038, -1.50565, -4.38869], [-2.64888, -2.65193, -4.94743], [-1.26608, -2.80695, -4.90310], [-0.44812, -1.89345, -4.23965], [1.07030, -2.08148, -4.20607], [1.56656, -2.96891, -5.34983], [1.86672, -0.77036, -4.26219], [-1.05657, -0.84075, -3.50581], [-0.37671, -0.21762, -2.55016], [-2.89976, 2.73771, -2.52191], [-1.43228, 2.11662, -3.31417], [-1.87198, 1.60801, -1.68931], [-3.90384, 0.49249, -2.55427], [-3.08647, 1.67153, -5.24206], [-4.39639, 2.24873, -4.19257], [-4.52612, 0.67730, -4.99460], [-4.27013, -1.33608, -4.47624], [-3.27268, -3.38782, -5.44018], [-0.82155, -3.66318, -5.39597], [1.32105, -2.60096, -3.27041], [1.22406, -2.57859, -6.31319], [1.23004, -4.00476, -5.27029], [2.66012, -2.97990, -5.35725], [1.63056, -0.23189, -5.18767], [2.93912, -0.99340, -4.26766], [1.65826, -0.09525, -3.44082], [-5.16265, 3.14384, -0.32664], [-3.71954, 2.44341, 0.21661], [-2.74966, 1.93016, 0.60591], [6.06376, 1.48135, 1.20678], [5.56935, 0.44838, 0.19385], [4.19753, 0.00530, 0.52058], [3.13256, -0.21200, 0.89013], [7.08744, 1.77487, 0.96653], [6.03754, 1.06901, 2.21707], [5.40796, 2.35683, 1.17796], [6.21848, -0.42888, 0.16976], [5.54524, 0.87696, -0.80878]],
  "mulliken_charge": [1.51, -0.80, -0.08, -0.26, -0.80, -0.74, 0.27, -0.11, -0.91, 0.59, -0.41, 0.38, -0.45, -0.30, 0.34, 0.20, 0.11, 0.34, 0.32, 0.27, 0.10, -1.11, -0.69, 0.60, -1.00, -0.98, 0.73, -1.52, -0.14, 0.43, 0.28, 0.22, 0.53, 0.15, 0.53, 0.18, 0.25, 0.40, 0.31, 0.29, 0.13, 0.50, -0.01, -1.56, 1.10, -1.66, 0.50, -0.19, -1.69, -0.30, -0.06, 2.61, -2.12, -1.78, 0.94, -1.17, 0.44, 0.33, 0.08, 0.07, 0.39, 0.44, 0.37, 0.40, 0.27, 0.20, -0.92, 0.42, 0.37, 0.48, 0.38, 0.42, 0.33, -0.49, 0.18, -0.57, -0.99, -0.11, -0.14, 0.02, 0.36, 0.30, 0.11, 0.29, 0.24],
  "gap_ev": 3.7,
  "energy_ev": -200036.2692,
  "e_homo_ev": -0.350,
  "largest_force_ev_per_a": 3.5,
  "total_charge": -2
}